[1]
Computed, not measured: 10 unconnected molecules or ions with the total composition C24H69N17O10 in a non-equilibrium geometry, with ωB97M-V/def2-TZVPD.

Geometry as XYZ:
```
120
C24H69N17O10 ωB97M-V/def2-TZVPD
C 2.49 -1.05 1.01
C 1.97 -0.20 -0.15
C 1.92 1.26 0.23
C 2.81 -0.24 -1.45
C 2.74 -1.54 -2.26
C 1.76 -2.68 -1.73
C 0.35 -2.03 -1.08
C -0.74 -1.98 -2.18
C -0.25 -2.93 0.06
N 0.57 -0.69 -0.56
O -0.43 -0.15 0.25
H 3.15 -0.42 1.61
H 1.69 -1.39 1.68
H 3.06 -1.86 0.57
H 1.00 1.77 -0.06
H 2.01 1.48 1.30
H 2.81 1.77 -0.11
H 2.66 0.55 -2.18
H 3.85 -0.25 -1.11
H 2.24 -1.33 -3.21
H 3.69 -1.97 -2.56
H 2.37 -3.18 -0.98
H 1.50 -3.37 -2.52
H -0.84 -3.03 -2.47
H -0.42 -1.44 -3.07
H -1.67 -1.45 -1.96
H 0.36 -2.75 0.95
H 0.00 -3.98 -0.08
H -1.32 -2.89 0.30
H -0.31 -0.25 1.20
C 5.94 3.00 4.46
O 4.75 3.52 5.14
C 4.16 4.65 4.45
C 2.72 4.19 4.16
C 2.60 2.91 3.35
N 2.22 5.13 3.24
H 6.35 2.21 5.09
H 6.63 3.84 4.45
H 5.62 2.71 3.46
H 4.16 5.54 5.08
H 4.72 4.89 3.55
H 2.14 4.11 5.08
H 2.84 2.04 3.96
H 3.28 2.89 2.51
H 1.60 2.80 2.92
H 1.40 4.83 2.73
H 1.83 5.84 3.85
C -3.64 4.80 -0.20
O -2.92 5.61 0.77
C -2.43 4.79 1.81
C -1.31 3.72 1.39
C -1.12 2.56 2.32
N -0.12 4.25 1.06
H -3.82 5.47 -1.04
H -4.55 4.32 0.19
H -3.06 3.93 -0.50
H -2.11 5.44 2.63
H -3.25 4.27 2.30
H -1.51 3.19 0.46
H -0.27 1.95 2.00
H -1.98 1.91 2.47
H -0.92 3.07 3.27
H 0.53 3.61 0.63
H -0.21 4.99 0.37
N -4.06 -3.21 0.16
C -3.82 -4.46 0.31
N -3.25 -4.66 1.39
O -4.15 -5.25 -0.50
H -3.75 -2.52 0.83
H -4.61 -2.90 -0.62
H -3.41 -3.92 2.06
H -3.16 -5.66 1.40
N -3.24 -6.75 -4.51
C -3.20 -5.46 -4.71
N -2.18 -4.91 -4.14
O -3.92 -4.86 -5.47
H -4.01 -7.30 -4.85
H -2.67 -7.03 -3.73
H -1.42 -5.50 -3.83
H -2.01 -3.94 -4.34
N -0.02 -5.72 2.11
C 0.09 -6.93 1.66
N 1.00 -7.61 2.32
O -0.36 -7.29 0.59
H -0.47 -4.96 1.61
H 0.34 -5.51 3.03
H 1.62 -7.10 2.95
H 1.27 -8.56 2.14
N -2.98 -1.28 3.66
C -1.74 -1.69 3.52
N -1.77 -2.98 3.76
O -0.85 -1.02 2.96
H -3.32 -0.42 3.26
H -3.64 -1.90 4.10
H -2.47 -3.35 4.38
H -0.95 -3.56 3.78
N -2.66 -0.33 -5.08
C -1.70 -0.98 -5.65
N -2.18 -2.03 -6.15
O -0.52 -0.66 -5.73
H -2.34 0.50 -4.60
H -3.56 -0.78 -5.01
H -1.61 -2.68 -6.67
H -3.19 -1.99 -6.16
N 2.03 4.85 -0.78
C 2.80 4.25 -1.64
N 3.97 4.21 -1.17
O 2.32 3.78 -2.65
H 1.21 5.42 -0.91
H 2.52 5.03 0.08
H 4.07 4.78 -0.34
H 4.65 4.03 -1.90
N -0.46 2.12 -3.11
C -1.46 2.78 -3.68
N -1.17 3.99 -3.80
O -2.53 2.38 -3.98
H 0.41 2.63 -3.00
H -0.55 1.18 -2.77
H -1.94 4.60 -4.03
H -0.34 4.39 -3.38
```

Summary:
highest occupied orbital energy = -7.64 eV
total energy = -2638.9921 hartree
energy relative to the best compared isomer or geometry (same formula, charge and spin) = 191.45 kcal per mole
gap between HOMO and LUMO = 7.4 eV
M = 755.92 Da
spin multiplicity = 1
F_max = 8.33 eV Å⁻¹

[2]
Computed, not measured: 9 unconnected molecules or ions with the total composition C24H69N3O15 in a non-equilibrium geometry, with ωB97M-V/def2-TZVPD.

Geometry as XYZ:
```
111
C24H69N3O15 ωB97M-V/def2-TZVPD
C -2.54 -4.63 -0.05
O -2.32 -3.29 -0.58
C -1.53 -3.46 -1.75
C -1.13 -2.19 -2.41
C -0.36 -2.60 -3.73
N -0.34 -1.38 -1.57
H -1.60 -5.09 0.21
H -3.08 -5.28 -0.78
H -3.22 -4.48 0.81
H -0.62 -4.03 -1.41
H -2.19 -4.03 -2.38
H -2.04 -1.64 -2.60
H 0.63 -2.93 -3.42
H -0.33 -1.70 -4.39
H -0.82 -3.42 -4.26
H -0.86 -0.86 -0.91
H 0.51 -1.84 -1.17
C 2.98 -0.89 -0.76
O 2.87 -0.61 0.60
C 3.58 -1.42 1.51
C 3.62 -0.76 2.93
C 4.42 0.61 2.88
N 4.29 -1.81 3.71
H 2.33 -1.71 -1.09
H 4.04 -1.09 -0.99
H 2.68 -0.02 -1.33
H 3.18 -2.39 1.70
H 4.60 -1.59 1.19
H 2.63 -0.54 3.32
H 4.64 0.94 3.90
H 3.88 1.44 2.34
H 5.42 0.40 2.48
H 5.24 -1.49 3.79
H 4.00 -1.84 4.66
C 1.70 3.31 3.16
O 1.44 2.16 3.86
C 2.20 2.06 5.03
C 1.77 0.79 5.81
C 0.38 0.76 6.37
N 2.76 0.47 6.91
H 1.70 4.21 3.76
H 1.00 3.40 2.33
H 2.69 3.40 2.64
H 3.26 2.04 4.74
H 2.10 2.98 5.63
H 1.75 -0.03 5.09
H 0.08 -0.21 6.52
H -0.38 1.09 5.65
H 0.30 1.37 7.28
H 2.37 -0.12 7.64
H 3.58 0.01 6.55
O -2.19 2.00 1.71
C -2.73 2.74 2.81
C -4.23 2.33 2.94
O -4.78 3.12 3.97
H -1.61 1.28 2.08
H -2.15 2.49 3.74
H -2.67 3.83 2.64
H -4.45 1.37 3.29
H -4.78 2.46 2.00
H -4.59 4.07 3.74
O -2.74 0.67 -0.48
C -4.05 0.31 -0.83
C -4.55 0.53 -2.24
O -6.00 0.36 -2.28
H -2.84 1.29 0.23
H -4.17 -0.79 -0.54
H -4.75 0.85 -0.18
H -4.13 -0.05 -3.05
H -4.49 1.53 -2.63
H -6.16 -0.54 -1.91
O -0.53 3.32 -0.19
C 0.19 2.26 -0.85
C -0.26 2.00 -2.32
O 0.46 0.97 -2.98
H -1.38 2.95 0.05
H 1.24 2.60 -0.92
H 0.20 1.41 -0.19
H -0.17 2.92 -2.89
H -1.29 1.74 -2.22
H 0.39 0.13 -2.48
O 2.57 1.46 -4.65
C 2.80 0.22 -5.31
C 4.03 -0.38 -4.77
O 3.73 -0.83 -3.46
H 1.75 1.43 -4.14
H 1.91 -0.35 -5.10
H 2.89 0.47 -6.40
H 4.85 0.32 -4.80
H 4.36 -1.26 -5.30
H 3.48 -0.06 -2.94
O -2.46 -0.61 -4.86
C -1.81 0.49 -5.44
C -1.48 0.22 -6.87
O -2.69 -0.20 -7.50
H -3.03 -1.00 -5.51
H -2.46 1.37 -5.41
H -0.93 0.73 -4.84
H -0.70 -0.50 -6.97
H -1.18 1.17 -7.26
H -2.49 -0.32 -8.41
O -0.21 -3.12 1.23
C -0.50 -2.25 2.30
C -0.56 -0.78 1.83
O -0.80 0.13 2.93
H -1.03 -3.19 0.78
H -1.44 -2.58 2.83
H 0.24 -2.42 3.04
H -1.31 -0.51 1.07
H 0.42 -0.48 1.42
H 0.03 0.64 3.10
```

Summary:
highest occupied orbital energy = -9.26 eV
total energy = -2248.4908 hartree
energy relative to the best compared isomer or geometry (same formula, charge and spin) = 19.91 kcal per mole
gap between HOMO and LUMO = 9.9 eV
M = 639.82 Da
spin multiplicity = 1
F_max = 2.86 eV Å⁻¹

[3]
Computed, not measured: 10 unconnected molecules or ions with the total composition C24H70N2O18 in a non-equilibrium geometry, with ωB97M-V/def2-TZVPD.

Geometry as XYZ:
```
114
C24H70N2O18 ωB97M-V/def2-TZVPD
C 2.03 4.10 0.28
O 0.82 4.22 -0.39
C 0.21 5.45 -0.21
C -0.65 5.75 -1.48
C -1.81 4.80 -1.73
N 0.08 5.92 -2.75
H 1.84 4.09 1.33
H 2.72 4.87 0.04
H 2.53 3.14 0.14
H -0.42 5.53 0.66
H 0.91 6.34 -0.15
H -1.08 6.71 -1.30
H -2.41 5.19 -2.54
H -2.36 4.71 -0.82
H -1.45 3.83 -2.10
H 0.63 5.11 -3.01
H 0.73 6.75 -2.71
C -5.17 -2.92 -1.30
O -4.34 -3.68 -2.15
C -3.23 -4.19 -1.44
C -2.21 -4.90 -2.39
C -0.98 -5.28 -1.62
N -1.97 -3.95 -3.48
H -5.76 -3.51 -0.58
H -5.82 -2.37 -1.99
H -4.50 -2.22 -0.72
H -2.54 -3.38 -1.00
H -3.57 -4.84 -0.65
H -2.58 -5.86 -2.73
H -0.38 -4.42 -1.43
H -0.41 -6.01 -2.22
H -1.12 -5.83 -0.72
H -1.54 -4.41 -4.29
H -2.86 -3.57 -3.74
O -2.36 1.79 -3.55
C -3.13 0.72 -4.12
C -4.21 0.19 -3.18
O -3.60 -0.53 -2.13
H -1.88 1.44 -2.80
H -3.47 1.17 -5.05
H -2.41 -0.08 -4.38
H -4.84 -0.49 -3.75
H -4.79 1.05 -2.79
H -2.79 -0.13 -1.90
O 1.49 2.71 -2.78
C 1.76 1.31 -3.03
C 3.22 1.05 -3.43
O 4.07 1.26 -2.34
H 2.15 3.10 -2.20
H 1.37 0.72 -2.21
H 1.18 1.01 -3.93
H 3.49 1.66 -4.25
H 3.21 0.01 -3.71
H 4.93 1.19 -2.74
O 3.79 -1.68 0.61
C 4.30 -0.39 0.61
C 3.25 0.62 0.95
O 2.63 0.28 2.13
H 3.18 -1.80 -0.13
H 5.06 -0.42 1.31
H 4.63 -0.07 -0.37
H 2.41 0.57 0.18
H 3.66 1.62 0.93
H 3.21 0.32 2.87
O -0.69 -2.19 2.32
C -1.26 -3.14 3.19
C -1.19 -4.52 2.56
O -2.00 -4.62 1.42
H 0.18 -1.97 2.57
H -0.73 -3.14 4.13
H -2.27 -2.85 3.36
H -1.58 -5.24 3.33
H -0.16 -4.71 2.35
H -1.44 -4.42 0.66
O 0.91 2.45 5.28
C -0.18 3.34 5.57
C 0.10 4.79 5.30
O 0.48 5.10 3.95
H 0.80 2.24 4.30
H -1.01 3.06 4.92
H -0.47 3.14 6.64
H 0.84 5.14 6.00
H -0.80 5.34 5.47
H 0.47 4.33 3.44
O 1.97 -2.41 2.94
C 2.32 -3.79 3.21
C 3.74 -3.98 3.63
O 4.75 -3.98 2.62
H 2.46 -2.05 2.18
H 1.62 -4.25 3.93
H 2.05 -4.36 2.30
H 3.75 -4.98 4.10
H 3.89 -3.31 4.48
H 4.57 -3.34 1.90
O 0.57 2.05 2.47
C -0.58 1.47 1.95
C -1.17 1.93 0.65
O -0.46 1.54 -0.51
H 1.28 1.49 2.17
H -0.42 0.41 1.98
H -1.37 1.63 2.72
H -1.33 3.03 0.56
H -2.19 1.46 0.50
H 0.15 2.26 -0.65
O 0.01 -1.92 -2.90
C -0.52 -1.32 -1.74
C 0.53 -1.60 -0.64
O 1.78 -1.74 -1.29
H -0.67 -2.43 -3.34
H -0.59 -0.24 -1.81
H -1.49 -1.70 -1.43
H 0.30 -2.58 -0.20
H 0.57 -0.80 0.09
H 1.65 -1.98 -2.24
```

Summary:
highest occupied orbital energy = -8.98 eV
total energy = -2420.0609 hartree
energy relative to the best compared isomer or geometry (same formula, charge and spin) = 29.92 kcal per mole
gap between HOMO and LUMO = 9.4 eV
M = 674.82 Da
spin multiplicity = 1
F_max = 3.09 eV Å⁻¹

[4]
Computed, not measured: 12 unconnected molecules or ions with the total composition C24H70O13S11 in a non-equilibrium geometry, with ωB97M-V/def2-TZVPD.

Geometry as XYZ:
```
118
C24H70O13S11 ωB97M-V/def2-TZVPD
O -1.55 -2.15 -0.81
C -0.39 -1.40 -0.49
C -0.46 0.20 -0.67
O -0.94 0.80 -1.90
H 0.47 -1.77 -1.05
H -0.11 -1.54 0.56
H 0.50 0.62 -0.38
H -1.15 0.57 0.09
C 2.75 2.87 1.28
S 2.81 4.65 1.58
O 1.43 5.00 2.12
C 3.82 4.54 3.15
H 1.87 2.64 0.69
H 2.64 2.34 2.23
H 3.62 2.47 0.74
H 4.18 5.48 3.57
H 4.65 3.88 2.88
H 3.27 4.01 3.92
C -2.35 4.15 -2.51
S -3.04 5.43 -1.32
O -4.42 4.89 -0.87
C -1.81 5.03 0.04
H -1.28 4.25 -2.69
H -2.92 4.30 -3.43
H -2.61 3.17 -2.11
H -2.09 5.48 1.00
H -0.83 5.35 -0.31
H -1.72 3.95 0.11
C -0.89 4.02 5.31
S -1.51 2.58 4.37
O -2.86 2.96 3.74
C -0.36 2.73 2.95
H 0.19 3.94 5.38
H -1.34 4.19 6.29
H -1.04 4.93 4.72
H -0.71 3.51 2.28
H -0.54 1.80 2.41
H 0.66 2.85 3.33
C 1.89 0.18 -3.65
S 3.71 -0.17 -3.27
O 4.42 1.11 -3.68
C 3.68 -0.11 -1.41
H 1.29 -0.70 -3.44
H 1.92 0.44 -4.71
H 1.54 1.01 -3.04
H 2.84 -0.66 -0.97
H 3.44 0.93 -1.21
H 4.54 -0.46 -0.85
C -5.90 -3.23 0.44
S -5.57 -4.00 -1.22
O -5.16 -2.85 -2.15
C -4.07 -4.92 -0.69
H -5.99 -4.03 1.17
H -6.84 -2.71 0.30
H -5.04 -2.74 0.91
H -3.55 -5.33 -1.56
H -4.29 -5.72 0.02
H -3.38 -4.24 -0.21
C 3.17 3.74 -4.06
S 2.16 4.90 -3.05
O 0.89 5.19 -3.88
C 1.57 3.72 -1.77
H 3.41 4.27 -4.98
H 2.63 2.83 -4.34
H 4.02 3.43 -3.45
H 1.01 4.19 -0.96
H 2.43 3.21 -1.33
H 0.86 3.04 -2.23
C 3.08 -3.76 -0.40
S 4.50 -4.79 -0.98
O 4.15 -5.30 -2.35
C 5.69 -3.41 -1.22
H 3.35 -3.24 0.52
H 2.17 -4.34 -0.23
H 2.87 -2.97 -1.12
H 6.66 -3.65 -1.64
H 5.87 -2.82 -0.32
H 5.24 -2.80 -2.01
C 2.81 -1.34 3.02
S 2.14 -0.49 4.59
O 2.47 1.00 4.46
C 0.35 -0.77 4.10
H 2.33 -0.88 2.15
H 2.59 -2.40 2.99
H 3.87 -1.10 2.90
H 0.09 -0.37 3.12
H -0.28 -0.28 4.83
H 0.24 -1.85 4.16
C -5.37 0.17 2.11
S -3.99 0.08 0.88
O -4.55 -0.48 -0.39
C -4.05 1.84 0.56
H -5.12 0.83 2.94
H -5.62 -0.76 2.61
H -6.30 0.49 1.63
H -4.94 2.25 0.09
H -3.18 2.30 0.09
H -4.01 2.37 1.52
C 0.20 -3.92 -3.81
S -0.42 -2.86 -5.18
O -0.96 -1.61 -4.49
C 1.22 -2.43 -5.89
H -0.63 -4.46 -3.34
H 0.67 -3.29 -3.06
H 0.96 -4.61 -4.18
H 0.98 -1.51 -6.41
H 1.44 -3.25 -6.58
H 1.93 -2.25 -5.08
C -2.19 -3.48 2.57
S -0.73 -4.53 2.94
O -1.06 -5.21 4.27
C -1.07 -5.69 1.51
H -2.17 -3.11 1.55
H -2.17 -2.61 3.22
H -3.17 -3.95 2.72
H -0.30 -6.46 1.49
H -1.15 -5.17 0.56
H -2.03 -6.17 1.69
```

Summary:
highest occupied orbital energy = -0.01 eV
total energy = -6314.0455 hartree
energy relative to the best compared isomer or geometry (same formula, charge and spin) = 0.00 kcal per mole
net charge = -2
gap between HOMO and LUMO = 3.2 eV
M = 919.55 Da
spin multiplicity = 1
F_max = 3.70 eV Å⁻¹